# 1
ORCA calculation (ωB97M-V/def2-TZVPD) on 2 unconnected molecules or ions with the total composition H2INS in a non-equilibrium geometry.

orbital gap (spin up / spin down) = 9.3920 / 5.8109 eV
LUMO (spin up / spin down) = -0.55 / -2.75 eV
electronic energy = -20455.885 eV
ΔE to the lowest compared entry with this formula, charge and spin = 230.5 kJ/mol
spin multiplicity = 1
HOMO level (spin up / spin down) = -9.942 / -8.566 eV

Each line ends with the Mulliken charge.
Atoms and positions in Å:
N1 0.004 -0.407 -0.075  -0.35
S1 -1.557 -0.501 -0.031  -0.01
I1 2.940 1.361 0.007  -0.01
H1 0.398 -1.267 -0.268  0.21
H2 -1.785 0.813 0.367  0.16

# 2
ORCA calculation (ωB97M-V/def2-TZVPD) on 2 unconnected molecules or ions with the total composition H2IO in a non-equilibrium geometry.

orbital gap = 7.5142 eV
net charge = -1
LUMO = 3.95 eV
electronic energy = -10183.369 eV
ΔE to the lowest compared entry with this formula, charge and spin = 2.3 kJ/mol
spin multiplicity = 1
HOMO level = -3.560 eV

Each line ends with the Mulliken charge.
Atoms and positions in Å:
I1 2.378 0.133 -0.848  -0.91
O1 -1.120 -0.203 0.139  -0.64
H1 -0.303 -0.019 -0.326  0.24
H2 -0.955 0.088 1.036  0.31

# 3
ORCA calculation (ωB97M-V/def2-TZVPD) on a molecular structure, H2N2O2S in a non-equilibrium geometry.

orbital gap = 9.0574 eV
LUMO = -0.99 eV
electronic energy = -17939.784 eV
ΔE to the lowest compared entry with this formula, charge and spin = 76.1 kJ/mol
spin multiplicity = 1
HOMO level = -10.045 eV

Each line ends with the Mulliken charge.
Atoms and positions in Å:
N1 0.612 -0.241 0.430  0.01
N2 1.577 0.357 0.816  -0.38
O1 -1.761 1.338 -0.686  -0.43
O2 -1.850 -1.069 -0.487  -0.48
S1 -1.656 0.202 0.229  0.76
H1 0.638 -1.028 -0.436  0.27
H2 2.439 0.440 0.134  0.25

# 4
ORCA calculation (ωB97M-V/def2-TZVPD) on 2 unconnected molecules or ions with the total composition H2N2O3 in a non-equilibrium geometry.

orbital gap (spin up / spin down) = 8.7163 / 8.6824 eV
LUMO (spin up / spin down) = -0.31 / -0.58 eV
electronic energy = -9146.926 eV
ΔE to the lowest compared entry with this formula, charge and spin = 319.6 kJ/mol
spin multiplicity = 1
HOMO level (spin up / spin down) = -9.021 / -9.259 eV

Each line ends with the Mulliken charge.
Atoms and positions in Å:
N1 -1.321 0.392 -0.315  0.38
N2 -0.459 0.911 0.268  -0.02
O1 -1.694 -0.720 -0.462  -0.44
O2 1.320 -0.845 -0.288  -0.30
O3 1.197 0.162 0.637  -0.27
H1 -0.141 1.820 0.071  0.29
H2 1.098 -1.720 0.089  0.35

# 5
ORCA calculation (ωB97M-V/def2-TZVPD) on H2N2O3 in the gas phase in a non-equilibrium geometry.

orbital gap = 9.8900 eV
LUMO = -0.35 eV
electronic energy = -9149.557 eV
ΔE to the lowest compared entry with this formula, charge and spin = 65.7 kJ/mol
spin multiplicity = 1
SMILES = O=NN(O)O
HOMO level = -10.238 eV

Each line ends with the Mulliken charge.
Atoms and positions in Å:
O1 1.997 -0.205 0.041  -0.33
N1 1.009 -0.901 -0.062  0.12
N2 -0.128 -0.143 -0.413  0.27
O2 -0.111 1.112 0.133  -0.41
O3 -1.311 -0.804 -0.021  -0.36
H1 -0.157 1.744 -0.608  0.37
H2 -1.299 -0.803 0.930  0.34

# 6
ORCA calculation (ωB97M-V/def2-TZVPD) on 2 unconnected molecules or ions with the total composition H2N2O3S in a non-equilibrium geometry.

orbital gap (spin up / spin down) = 8.3209 / 8.3258 eV
LUMO (spin up / spin down) = -1.23 / -1.22 eV
electronic energy = -19984.255 eV
ΔE to the lowest compared entry with this formula, charge and spin = 350.7 kJ/mol
spin multiplicity = 1
HOMO level (spin up / spin down) = -9.547 / -9.545 eV

Each line ends with the Mulliken charge.
Atoms and positions in Å:
N1 -0.372 1.549 -0.465  -0.08
N2 -0.895 -0.168 1.075  -0.43
O1 0.351 -1.161 -2.249  -0.42
O2 1.404 -0.585 -0.162  -0.53
O3 -0.765 1.266 0.644  0.01
S1 1.019 -0.109 -1.466  0.73
H1 -0.719 -0.177 2.065  0.28
H2 -0.023 -0.614 0.557  0.45

# 7
ORCA calculation (ωB97M-V/def2-TZVPD) on 2 unconnected molecules or ions with the total composition H2N2O3S in a non-equilibrium geometry.

orbital gap = 9.1613 eV
LUMO = -1.37 eV
electronic energy = -19986.519 eV
ΔE to the lowest compared entry with this formula, charge and spin = 132.3 kJ/mol
spin multiplicity = 1
HOMO level = -10.533 eV

Each line ends with the Mulliken charge.
Atoms and positions in Å:
N1 -0.001 -0.369 -1.362  -0.23
N2 -0.092 -0.719 -0.129  0.15
O1 0.704 -1.782 0.340  -0.42
O2 -0.854 0.298 2.418  -0.38
O3 -0.241 1.964 0.651  -0.48
S1 0.146 0.904 1.590  0.80
H1 0.611 -0.893 -1.977  0.27
H2 -0.272 0.596 -1.531  0.29

# 8
ORCA calculation (ωB97M-V/def2-TZVPD) on H2N2O3Si in the gas phase in a non-equilibrium geometry.

orbital gap (spin up / spin down) = 8.1641 / 8.2478 eV
LUMO (spin up / spin down) = -1.67 / -1.49 eV
electronic energy = -17026.383 eV
ΔE to the lowest compared entry with this formula, charge and spin = 192.9 kJ/mol
spin multiplicity = 1
SMILES = O=N[SiH2][N+](=O)[O-]
HOMO level (spin up / spin down) = -9.831 / -9.739 eV

Each line ends with the Mulliken charge.
Atoms and positions in Å:
O1 0.500 -2.674 -1.673  -0.34
N1 -0.161 -2.073 -0.859  0.26
Si1 -0.061 -0.450 -0.206  0.44
N2 -2.051 -0.521 -0.075  0.74
O2 -2.848 0.018 -0.798  -0.58
O3 -2.325 -1.233 0.868  -0.50
H1 0.066 0.849 -0.993  -0.03
H2 -0.045 -0.644 1.275  0.01

# 9
ORCA calculation (ωB97M-V/def2-TZVPD) on H2N2O4S in the gas phase in a non-equilibrium geometry.

orbital gap (spin up / spin down) = 10.1319 / 10.1314 eV
LUMO (spin up / spin down) = -1.16 / -1.16 eV
electronic energy = -22033.085 eV
ΔE to the lowest compared entry with this formula, charge and spin = 203.2 kJ/mol
spin multiplicity = 1
SMILES = NS(=O)(=O)[N+](=O)[O-]
HOMO level (spin up / spin down) = -11.291 / -11.291 eV

Each line ends with the Mulliken charge.
Atoms and positions in Å:
N1 0.067 0.348 0.063  -0.50
S1 -1.514 0.804 0.003  1.06
O1 -1.927 1.260 1.312  -0.52
O2 -1.997 1.389 -1.168  -0.48
N2 -2.223 -0.900 -0.012  0.76
O3 -1.188 -1.853 0.010  -0.53
O4 -3.383 -1.110 -0.039  -0.44
H1 0.276 0.011 0.996  0.32
H2 0.306 -0.308 -0.651  0.33

# 10
ORCA calculation (ωB97M-V/def2-TZVPD) on 2 unconnected molecules or ions with the total composition H2N2O4S in a non-equilibrium geometry.

orbital gap (spin up / spin down) = 7.2002 / 6.7317 eV
<S²> = 2.0129
LUMO (spin up / spin down) = -0.05 / -3.02 eV
electronic energy = -22026.894 eV
ΔE to the lowest compared entry with this formula, charge and spin = 439.4 kJ/mol
spin multiplicity = 3
HOMO level (spin up / spin down) = -7.250 / -9.749 eV

Each line ends with the Mulliken charge.
Atoms and positions in Å:
N1 1.731 0.689 0.401  0.21
N2 0.626 -0.874 -0.527  -0.25
O1 2.293 1.305 -0.393  -0.33
O2 -0.040 1.374 0.498  -0.25
O3 -1.637 -1.771 -0.184  -0.38
O4 -1.007 0.598 1.069  -0.34
S1 -0.270 -1.227 0.609  0.61
H1 -0.232 1.443 -0.404  0.38
H2 -1.464 -1.536 -1.068  0.35

# 11
ORCA calculation (ωB97M-V/def2-TZVPD) on 2 unconnected molecules or ions with the total composition H2N2O5S in a non-equilibrium geometry.

orbital gap (spin up / spin down) = 8.0701 / 8.1032 eV
LUMO (spin up / spin down) = -3.15 / -3.12 eV
electronic energy = -24077.531 eV
ΔE to the lowest compared entry with this formula, charge and spin = 436.5 kJ/mol
spin multiplicity = 1
HOMO level (spin up / spin down) = -11.221 / -11.222 eV

Each line ends with the Mulliken charge.
Atoms and positions in Å:
N1 -0.923 -1.339 0.100  0.52
N2 -0.427 -0.221 0.254  -0.08
O1 -0.434 -2.343 0.503  -0.49
O2 1.000 1.982 0.069  -0.57
O3 1.904 -0.114 -0.842  -0.51
O4 1.889 0.114 1.509  -0.48
O5 -1.614 1.012 -0.640  -0.41
S1 1.382 0.618 0.282  1.28
H1 -1.841 -1.319 -0.546  0.37
H2 -0.935 1.610 -0.689  0.36

# 12
ORCA calculation (ωB97M-V/def2-TZVPD) on 2 unconnected molecules or ions with the total composition H2N3O in a non-equilibrium geometry.

orbital gap (spin up / spin down) = 7.2762 / 7.9023 eV
net charge = -1
LUMO (spin up / spin down) = 5.12 / 5.13 eV
electronic energy = -6546.608 eV
ΔE to the lowest compared entry with this formula, charge and spin = 285.0 kJ/mol
spin multiplicity = 1
HOMO level (spin up / spin down) = -2.153 / -2.771 eV

Each line ends with the Mulliken charge.
Atoms and positions in Å:
N1 -1.533 0.093 0.065  -0.64
N2 0.328 0.646 -0.823  -0.28
N3 1.452 0.277 -0.582  0.31
O1 2.075 -0.518 0.142  -0.62
H1 -1.251 -0.921 0.324  0.11
H2 -1.071 0.424 0.874  0.12

# 13
ORCA calculation (ωB97M-V/def2-TZVPD) on a gas-phase ion, H2N3O2S (charge -1) in a non-equilibrium geometry.

orbital gap (spin up / spin down) = 6.8589 / 6.8596 eV
net charge = -1
LUMO (spin up / spin down) = 4.12 / 4.12 eV
electronic energy = -19428.719 eV
ΔE to the lowest compared entry with this formula, charge and spin = 249.3 kJ/mol
spin multiplicity = 1
SMILES = [H]/N=[N+](\[O-])N(O)[S-]
HOMO level (spin up / spin down) = -2.741 / -2.742 eV

Each line ends with the Mulliken charge.
Atoms and positions in Å:
H1 -1.209 -1.284 -0.241  0.20
N1 -1.420 -0.529 0.280  -0.82
N2 -0.322 0.125 0.261  0.95
O1 0.766 -0.305 -0.330  -0.77
N3 -0.356 1.390 0.619  0.17
O2 0.833 2.007 0.362  -0.60
S1 -1.635 2.074 1.465  -0.55
H2 1.182 1.056 -0.190  0.41

# 14
ORCA calculation (ωB97M-V/def2-TZVPD) on 2 unconnected molecules or ions with the total composition H2N3O2S in a non-equilibrium geometry.

orbital gap (spin up / spin down) = 4.1341 / 6.1480 eV
<S²> = 2.0127
net charge = -1
LUMO (spin up / spin down) = 2.68 / 2.68 eV
electronic energy = -19428.212 eV
ΔE to the lowest compared entry with this formula, charge and spin = 81.2 kJ/mol
spin multiplicity = 3
HOMO level (spin up / spin down) = -1.459 / -3.468 eV

Each line ends with the Mulliken charge.
Atoms and positions in Å:
N1 2.892 0.159 -0.399  0.12
N2 -1.288 -0.019 0.500  -0.39
N3 -2.730 -0.306 -0.176  0.18
O1 -3.082 0.702 -0.762  -0.33
O2 1.863 0.385 0.215  -0.53
S1 4.049 -0.935 -0.128  -0.58
H1 -0.785 -0.874 0.614  0.26
H2 -0.917 0.888 0.137  0.29

# 15
ORCA calculation (ωB97M-V/def2-TZVPD) on 2 unconnected molecules or ions with the total composition H2N4 in a non-equilibrium geometry.

orbital gap = 8.6188 eV
LUMO = 0.56 eV
electronic energy = -5990.241 eV
ΔE to the lowest compared entry with this formula, charge and spin = 149.4 kJ/mol
spin multiplicity = 1
HOMO level = -8.055 eV

Each line ends with the Mulliken charge.
Atoms and positions in Å:
N1 0.924 -0.279 -0.162  -0.04
N2 -1.674 0.440 -0.214  -0.07
N3 1.321 -0.365 0.956  -0.46
N4 -1.894 0.526 0.876  -0.03
H1 1.518 -0.402 -1.116  0.25
H2 -0.195 0.081 -0.340  0.35

# 16
ORCA calculation (ωB97M-V/def2-TZVPD) on 2 unconnected molecules or ions with the total composition H2N4O2 in a non-equilibrium geometry.

orbital gap = 11.2986 eV
LUMO = 0.72 eV
electronic energy = -10084.237 eV
ΔE to the lowest compared entry with this formula, charge and spin = 92.6 kJ/mol
spin multiplicity = 1
SMILES = O/N=N\O.N#N
HOMO level = -10.576 eV

Each line ends with the Mulliken charge.
Atoms and positions in Å:
O1 -1.453 -0.767 -1.470  -0.29
N1 -0.602 0.215 -1.258  -0.04
N2 -0.160 0.498 -0.167  0.10
O2 -0.572 -0.146 1.016  -0.44
H1 -1.559 -1.245 -0.675  0.34
H2 -0.248 0.205 1.826  0.36
N3 1.871 0.691 0.708  0.14
N4 2.723 0.550 0.021  -0.17

# 17
ORCA calculation (ωB97M-V/def2-TZVPD) on H2N4O4 in the gas phase in a non-equilibrium geometry.

orbital gap = 11.0293 eV
LUMO = -0.51 eV
electronic energy = -14173.411 eV
ΔE to the lowest compared entry with this formula, charge and spin = 100.1 kJ/mol
spin multiplicity = 1
SMILES = NN([N+](=O)[O-])[N+](=O)[O-]
HOMO level = -11.536 eV

Each line ends with the Mulliken charge.
Atoms and positions in Å:
N1 1.400 -0.036 0.480  -0.50
N2 -0.184 0.064 0.223  -0.20
N3 -0.461 1.484 -0.042  1.04
O1 0.384 2.015 -0.656  -0.48
O2 -1.487 1.893 0.370  -0.48
N4 -0.841 -1.067 -0.304  1.18
O3 -0.220 -2.111 -0.406  -0.58
O4 -1.967 -0.866 -0.647  -0.56
H1 1.800 -0.541 -0.276  0.28
H2 1.576 -0.836 1.258  0.33

# 18
ORCA calculation (ωB97M-V/def2-TZVPD) on 2 unconnected molecules or ions with the total composition H2N5O2 in a non-equilibrium geometry.

orbital gap (spin up / spin down) = 7.4145 / 7.4126 eV
net charge = -1
LUMO (spin up / spin down) = 4.58 / 4.58 eV
electronic energy = -11569.873 eV
ΔE to the lowest compared entry with this formula, charge and spin = 414.4 kJ/mol
spin multiplicity = 1
HOMO level (spin up / spin down) = -2.830 / -2.829 eV

Each line ends with the Mulliken charge.
Atoms and positions in Å:
N1 -0.380 -1.026 -0.890  -0.55
N2 -1.148 -0.766 0.145  -0.34
N3 -0.393 0.089 1.024  -0.34
N4 0.642 -0.144 -0.898  1.05
N5 0.552 0.645 0.167  0.36
O1 1.517 -0.040 -1.751  -0.78
O2 1.354 1.524 0.671  -0.78
H1 -2.206 0.190 -0.354  0.11
H2 0.062 -0.472 1.887  0.28

# 19
ORCA calculation (ωB97M-V/def2-TZVPD) on 2 unconnected molecules or ions with the total composition H2N5O2 in a non-equilibrium geometry.

orbital gap (spin up / spin down) = 5.3923 / 5.4958 eV
net charge = -1
LUMO (spin up / spin down) = 3.72 / 3.72 eV
electronic energy = -11572.785 eV
ΔE to the lowest compared entry with this formula, charge and spin = 133.4 kJ/mol
spin multiplicity = 1
HOMO level (spin up / spin down) = -1.670 / -1.774 eV

Each line ends with the Mulliken charge.
Atoms and positions in Å:
N1 2.561 -0.160 2.693  -0.19
N2 -0.220 -0.526 0.209  -0.78
N3 -0.240 0.265 -0.897  0.38
N4 2.056 0.790 3.029  0.66
N5 0.395 -0.126 -1.978  -0.34
O1 1.461 1.722 3.546  -0.50
O2 0.119 0.732 -2.954  -0.67
H1 0.178 -1.355 -0.157  0.19
H2 -0.911 1.149 -0.909  0.25

# 20
ORCA calculation (ωB97M-V/def2-TZVPD) on 2 unconnected molecules or ions with the total composition H2NO in a non-equilibrium geometry.

orbital gap (spin up / spin down) = 5.6363 / 5.7088 eV
net charge = -1
LUMO (spin up / spin down) = 3.49 / 3.50 eV
electronic energy = -3564.995 eV
ΔE to the lowest compared entry with this formula, charge and spin = 229.7 kJ/mol
spin multiplicity = 1
HOMO level (spin up / spin down) = -2.144 / -2.211 eV

Each line ends with the Mulliken charge.
Atoms and positions in Å:
N1 -1.602 -0.003 -0.130  -0.26
O1 1.567 0.141 0.018  -1.10
H1 2.494 0.329 0.185  0.13
H2 -1.002 0.128 0.784  0.23